[1]
# C7H8O4

A structure of composition C7H8O4 at a distorted geometry (the ωB97M-V functional and the def2-TZVPD basis, the Open Molecules 2025 dataset).

The geometry in XYZ format:
```
19
C7H8O4 the ωB97M-V functional and the def2-TZVPD basis
C 0.645 1.596 1.139
C 0.469 0.460 0.305
C 1.051 0.417 -1.016
C 0.544 -0.514 -2.003
C -0.254 -1.605 -1.551
C -0.765 -1.758 -0.252
C -0.531 -0.694 0.584
H -1.323 1.738 1.844
H 1.454 1.170 2.156
H 1.369 2.475 0.693
H 1.811 1.044 -1.100
H -0.724 -2.546 -2.107
H -1.036 -2.676 0.201
H -0.578 -1.169 1.738
H -2.065 0.452 0.089
O -0.635 2.207 1.616
O 1.767 -0.296 0.100
O 0.639 -0.296 -3.236
O -1.838 -0.005 0.800
```

As for the spin multiplicity: 1. The calculation puts the relative energy (zero: lowest compared OMol25 entry of this formula, charge and spin) at 165.7 kcal/mol.

Results of the Mulliken charge analysis, in e, for atoms 1 through 8: number 1, C, carries -0.59; number 2, C, carries 0.98; number 3, C, carries -0.46; number 4, C, carries -0.10; number 5, C, carries -0.26; number 6, C, carries -0.67; number 7, C, carries 0.53; number 8, H, carries 0.32

=====

[2]
# C7H8S

An isolated molecule of C7H8S at a distorted geometry (the ωB97M-V functional and the def2-TZVPD basis, the Open Molecules 2025 dataset).

The geometry in XYZ format:
```
16
C7H8S the ωB97M-V functional and the def2-TZVPD basis
C -2.497 -1.431 -0.380
C -1.622 -0.591 -0.094
C -0.901 0.773 0.027
C 0.442 1.172 -0.554
C 1.272 0.063 -1.223
C 0.824 -0.663 1.217
C 0.295 0.784 0.884
H -3.008 -2.425 -0.741
H -1.618 1.634 -0.056
H 0.597 2.252 -0.809
H 2.149 0.646 -1.425
H 0.772 -0.460 -2.005
H 1.252 -0.566 2.298
H -0.188 -1.359 1.233
H 0.316 1.357 1.772
S 1.916 -1.186 -0.145
```

As for the spin multiplicity: 1. The calculation puts the relative energy (zero: lowest compared OMol25 entry of this formula, charge and spin) at 89.6 kcal/mol. As for the SMILES: C#C[C@H]1[C@H]2CSC[C@@H]12.

Results of the Mulliken charge analysis, in e, for atoms 1 through 8: number 1, C, carries -0.08; number 2, C, carries -0.76; number 3, C, carries 0.09; number 4, C, carries -0.31; number 5, C, carries -0.84; number 6, C, carries -0.55; number 7, C, carries -0.30; number 8, H, carries 0.34

=====

[3]
# C7H9BN2O

An isolated molecule of C7H9BN2O at a distorted geometry (the ωB97M-V functional and the def2-TZVPD basis, the Open Molecules 2025 dataset).

The geometry in XYZ format:
```
20
C7H9BN2O the ωB97M-V functional and the def2-TZVPD basis
B 0.902 0.849 2.221
C -2.496 -0.210 0.412
C -1.577 0.175 1.421
C -2.026 -0.632 -0.835
C -0.233 0.434 1.285
C 0.272 0.109 -0.424
C -0.629 -0.460 -1.236
C 1.660 0.018 -0.681
N 2.180 -0.151 -1.855
N -0.174 -0.916 -2.468
O 1.591 1.956 1.981
H 1.231 -0.018 3.104
H -3.531 -0.186 0.580
H -1.995 0.130 2.484
H -2.841 -0.911 -1.509
H 2.261 0.315 0.179
H 3.084 -0.504 -1.854
H -0.667 -1.622 -2.997
H 0.821 -0.591 -2.490
H 2.165 2.216 2.682
```

As for the spin multiplicity: 1. The calculation puts the relative energy (zero: lowest compared OMol25 entry of this formula, charge and spin) at 7.6 kcal/mol. As for the SMILES: [H]/N=C/c1c(N)cccc1BO.

Results of the Mulliken charge analysis, in e, for atoms 1 through 8: number 1, B, carries 0.26; number 2, C, carries -0.41; number 3, C, carries -0.65; number 4, C, carries -0.53; number 5, C, carries 0.42; number 6, C, carries -0.08; number 7, C, carries 0.28; number 8, C, carries 0.03

=====

[4]
# C7H9Cl

An isolated molecule of C7H9Cl at a distorted geometry (the ωB97M-V functional and the def2-TZVPD basis, the Open Molecules 2025 dataset).

The geometry in XYZ format:
```
17
C7H9Cl the ωB97M-V functional and the def2-TZVPD basis
C -0.352 -2.122 -1.982
C -0.195 -1.294 -0.740
C -0.914 -0.126 -0.739
C -0.738 0.996 0.459
C -0.429 0.099 1.638
C 0.831 -0.837 1.356
C 0.947 -1.474 0.259
H 0.739 -2.209 -2.154
H -0.969 -3.135 -1.810
H -1.008 -1.458 -2.707
H -1.563 0.023 -1.548
H -1.693 1.545 0.742
H -0.341 0.635 2.724
H -1.284 -0.811 1.718
H 1.506 -0.868 2.170
H 1.853 -2.063 -0.040
Cl 0.462 2.170 -0.035
```

As for the spin multiplicity: 1. The calculation puts the relative energy (zero: lowest compared OMol25 entry of this formula, charge and spin) at 48.7 kcal/mol. As for the SMILES: CC1=C[C@H](Cl)CC=C1.

Results of the Mulliken charge analysis, in e, for atoms 1 through 8: number 1, C, carries -0.96; number 2, C, carries 1.04; number 3, C, carries -0.96; number 4, C, carries 0.06; number 5, C, carries -0.74; number 6, C, carries -0.65; number 7, C, carries -0.24; number 8, H, carries 0.27

=====

How do the records compare in energy? In the order shown, they have -572.23805; -669.55166; -481.68436; -732.21345 hartree.
How do the records compare in HOMO-LUMO gap? In the order shown, they have 9.18; 9.25; 8.18; 9.65 eV.
How do the records compare in E_LUMO? In the order shown, they have -1.0; 0.9; 0.1; 0.8 eV.